The following is a quantum chemistry calculation of a molecular structure, C12H11I2N3Pt, from the OMol25 dataset.

Geometry (Å):
Pt  -2.539  0.545  -0.005
C  3.506  -0.432  -3.591
C  2.717  -1.591  -3.396
C  1.911  -1.675  -2.309
C  1.905  -0.563  -1.361
C  2.732  0.623  -1.572
C  3.521  0.653  -2.671
N  1.268  -0.710  -0.248
N  0.956  -0.716  0.866
C  -0.016  -0.612  1.845
C  0.467  -1.050  3.074
C  -0.393  -1.123  4.178
C  -1.698  -0.756  3.977
C  -2.105  -0.294  2.706
N  -1.314  -0.205  1.634
H  4.133  -0.367  -4.476
H  2.766  -2.403  -4.111
H  1.296  -2.545  -2.110
H  2.728  1.420  -0.839
H  4.178  1.495  -2.854
H  1.506  -1.350  3.151
H  -0.032  -1.465  5.141
H  -2.433  -0.795  4.773
H  -3.135  0.020  2.582
I  -4.508  0.968  -1.591
C  -4.608  3.012  -0.932
I  -2.784  3.079  0.180
H  -5.453  3.144  -0.261
H  -4.571  3.693  -1.779

Properties
LUMO level = -15.8 eV
Net charge = +4
F_max = 0.7 eV/Å
Gap between HOMO and LUMO = 7.12 eV
Electronic energy = -36490.34953 eV
2S+1 = 1
HOMO energy = -22.97 eV